1.
Computed, not measured: a molecular structure, C3H3MgO4Tl at a distorted geometry, with ωB97M-V/def2-TZVPD.

The total charge is +1. The value obtained for the HOMO energy (spin up / spin down) is -0.46926 / -0.46516 Eh. The value obtained for the HOMO-LUMO gap (spin up / spin down) is 0.2545 / 0.2515 Eh. The energy above the lowest of the compared OMol25 structures with the same formula, charge and spin is 121.5 kcal per mole. The LUMO energy (spin up / spin down) comes out at -5.8 / -5.8 eV. The multiplicity is 2.

Atoms and positions in Å:
O (-2.32, -1.10, 1.56)
O (-0.46, -0.65, -1.15)
C (0.38, -0.58, -0.17)
C (-1.77, 0.58, -0.48)
O (0.27, -1.43, 0.74)
O (0.91, 0.58, 0.07)
C (-2.43, -0.44, 0.43)
H (-2.27, 0.76, -1.44)
H (-3.15, -0.93, -0.26)
H (-2.83, 0.76, 0.77)
Tl (3.09, -0.91, -0.18)
Mg (-0.39, 2.05, 0.21)

Löwdin population analysis, charges in e, atoms 1 to 6: O 0.0731; O -0.0301; C -1.0569; C -0.0974; O -0.0027; O -0.3523

=====

2.
Computed, not measured: a molecular structure, C3H3MnO4 at a distorted geometry, with ωB97M-V/def2-TZVPD.

The total charge is +1. The value obtained for the HOMO energy (spin up / spin down) is -0.46920 / -0.47069 Eh. The value obtained for the HOMO-LUMO gap (spin up / spin down) is 0.2738 / 0.2391 Eh. The energy above the lowest of the compared OMol25 structures with the same formula, charge and spin is 0.0 kcal per mole. The LUMO energy (spin up / spin down) comes out at -5.3 / -6.3 eV. The multiplicity is 6.

Atoms and positions in Å:
C (1.21, 0.06, 0.58)
C (2.50, -0.39, -0.07)
O (3.56, -0.44, 0.51)
O (0.39, 0.72, -0.30)
H (1.50, 0.68, 1.45)
H (2.42, -0.67, -1.14)
Mn (-1.30, 0.89, -0.70)
O (-3.06, 0.08, -0.45)
O (-4.95, -1.06, 0.22)
C (-3.96, -0.58, -0.09)
H (0.72, -0.85, 1.02)

Löwdin population analysis, charges in e, atoms 1 to 6: C -0.2946; C -0.2317; O 0.0820; O -0.3680; H 0.1395; H 0.1324

=====

3.
Computed, not measured: 2 unconnected molecules or ions with the total composition C3H3N2 at a distorted geometry, with ωB97M-V/def2-TZVPD.

The total charge is +1. The value obtained for the HOMO energy is -0.61242 Eh. The value obtained for the HOMO-LUMO gap is 0.3311 Eh. The energy above the lowest of the compared OMol25 structures with the same formula, charge and spin is 80.8 kcal per mole. The LUMO energy comes out at -7.7 eV. The multiplicity is 1.

Atoms and positions in Å:
C (0.56, -1.46, 0.10)
C (-2.42, 0.03, 0.15)
C (-0.42, 0.77, -0.07)
N (-3.36, -0.55, -0.05)
N (0.17, -0.40, -0.14)
H (0.94, -2.41, 0.20)
H (-0.65, 1.52, -0.83)
H (-0.10, 1.04, 0.94)

Löwdin population analysis, charges in e, atoms 1 to 6: C 0.4113; C -0.0707; C 0.0806; N 0.0919; N 0.0782; H 0.1363

=====

4.
Computed, not measured: a gas-phase ion, C3H3N2O (charge +1) at a distorted geometry, with ωB97M-V/def2-TZVPD.

The total charge is +1. The value obtained for the HOMO energy is -0.56476 Eh. The value obtained for the HOMO-LUMO gap is 0.2585 Eh. The energy above the lowest of the compared OMol25 structures with the same formula, charge and spin is 155.4 kcal per mole. The LUMO energy comes out at -8.3 eV. The multiplicity is 1.

Atoms and positions in Å:
C (0.22, 0.17, -0.20)
C (0.59, -1.15, -0.02)
N (1.46, -2.00, -0.12)
C (1.07, -3.25, 0.40)
N (1.02, -4.47, 0.57)
O (-0.18, -3.29, 0.79)
H (-0.27, 0.40, 0.79)
H (-0.62, 0.33, -0.98)
H (1.03, 0.94, -0.48)

Löwdin population analysis, charges in e, atoms 1 to 6: C 0.0440; C 0.0988; N 0.3586; C -0.4975; N 0.4022; O 0.0726

=====

5.
Computed, not measured: 2 unconnected molecules or ions with the total composition C3H3N2O at a distorted geometry, with ωB97M-V/def2-TZVPD.

The total charge is +1. The value obtained for the HOMO energy (spin up / spin down) is -0.47529 / -0.66104 Eh. The value obtained for the HOMO-LUMO gap (spin up / spin down) is 0.2942 / 0.2815 Eh. The energy above the lowest of the compared OMol25 structures with the same formula, charge and spin is 38.4 kcal per mole. The LUMO energy (spin up / spin down) comes out at -4.9 / -10.3 eV. The multiplicity is 3.

Atoms and positions in Å:
C (1.80, 0.01, -1.73)
C (0.95, 0.00, 0.78)
C (-1.38, 0.33, 0.39)
N (2.01, 0.31, 0.40)
N (-0.36, -0.34, 0.83)
O (0.78, -0.04, -2.21)
H (-2.32, -0.25, 0.32)
H (-1.15, 1.25, -0.13)
H (-0.32, -1.28, 1.35)

Löwdin population analysis, charges in e, atoms 1 to 6: C 0.1531; C -0.1195; C 0.0474; N 0.2610; N 0.0116; O 0.1894

=====

6.
Computed, not measured: 2 unconnected molecules or ions with the total composition C3H3N2O2 at a distorted geometry, with ωB97M-V/def2-TZVPD.

The total charge is -1. The value obtained for the HOMO energy is -0.06858 Eh. The value obtained for the HOMO-LUMO gap is 0.2052 Eh. The energy above the lowest of the compared OMol25 structures with the same formula, charge and spin is 57.2 kcal per mole. The LUMO energy comes out at 3.7 eV. The multiplicity is 1.

Atoms and positions in Å:
C (1.65, 0.11, -0.34)
C (0.79, 0.16, 0.68)
C (-2.57, -0.59, 0.20)
N (1.75, 0.92, -1.37)
N (-0.45, 0.04, 0.82)
O (-2.92, 0.38, -0.38)
O (-2.53, -1.66, 0.67)
H (2.52, -0.58, -0.18)
H (2.59, 0.76, -1.81)
H (-0.84, 0.45, 1.72)

Löwdin population analysis, charges in e, atoms 1 to 6: C -0.4531; C -0.2822; C -0.5138; N -0.0396; N 0.0084; O 0.1174

=====

7.
Computed, not measured: a gas-phase ion, C3H3N2O2 (charge -1) at a distorted geometry, with ωB97M-V/def2-TZVPD.

The total charge is -1. The value obtained for the HOMO energy is -0.13181 Eh. The value obtained for the HOMO-LUMO gap is 0.2751 Eh. The energy above the lowest of the compared OMol25 structures with the same formula, charge and spin is 49.7 kcal per mole. The LUMO energy comes out at 3.9 eV. The multiplicity is 1.

Atoms and positions in Å:
H (-1.45, 2.00, -0.23)
N (-0.82, 1.24, -0.42)
C (-1.34, 0.08, -0.01)
O (-2.50, -0.18, 0.36)
N (-0.35, -1.02, -0.02)
C (0.93, -0.44, -0.27)
C (2.09, -0.36, 0.16)
O (3.24, -0.04, 0.37)
H (-0.35, -1.83, 0.64)
H (0.57, 0.55, -0.58)

Löwdin population analysis, charges in e, atoms 1 to 6: H 0.0170; N 0.0071; C -0.6901; O -0.1038; N 0.0264; C -0.2126

=====

8.
Computed, not measured: 2 unconnected molecules or ions with the total composition C3H3N2O2 at a distorted geometry, with ωB97M-V/def2-TZVPD.

The total charge is +1. The value obtained for the HOMO energy (spin up / spin down) is -0.51846 / -0.51844 Eh. The value obtained for the HOMO-LUMO gap (spin up / spin down) is 0.2894 / 0.2893 Eh. The energy above the lowest of the compared OMol25 structures with the same formula, charge and spin is 54.6 kcal per mole. The LUMO energy (spin up / spin down) comes out at -6.2 / -6.2 eV. The multiplicity is 1.

Atoms and positions in Å:
C (-0.04, 1.89, 1.37)
C (0.45, -0.04, -0.01)
C (2.35, -1.49, 1.81)
N (-0.04, 1.15, 0.48)
N (-0.15, -0.63, -0.97)
O (3.44, -1.37, 2.12)
O (1.24, -1.67, 1.54)
H (-0.06, 2.87, 1.80)
H (0.28, -1.45, -1.40)
H (-1.12, -0.36, -1.27)

Löwdin population analysis, charges in e, atoms 1 to 6: C 0.3068; C -0.0801; C -0.4174; N 0.1236; N 0.1964; O 0.2656

=====

9.
Computed, not measured: 2 unconnected molecules or ions with the total composition C3H3N2O2S at a distorted geometry, with ωB97M-V/def2-TZVPD.

The total charge is -1. The value obtained for the HOMO energy (spin up / spin down) is -0.15554 / -0.15557 Eh. The value obtained for the HOMO-LUMO gap (spin up / spin down) is 0.2921 / 0.2921 Eh. The energy above the lowest of the compared OMol25 structures with the same formula, charge and spin is 78.8 kcal per mole. The LUMO energy (spin up / spin down) comes out at 3.7 / 3.7 eV. The multiplicity is 1.

Atoms and positions in Å:
C (-1.43, 0.08, 0.36)
C (0.66, -1.13, -0.67)
C (-1.15, 0.65, 1.60)
N (-0.31, -0.56, -0.36)
N (0.49, 0.38, 3.67)
O (-2.51, -0.03, -0.22)
O (2.18, -0.29, -3.18)
S (0.39, 0.08, 2.22)
H (-1.85, 0.93, 2.31)
H (1.90, -0.61, -2.31)
H (1.64, 0.50, -3.43)

Löwdin population analysis, charges in e, atoms 1 to 6: C -0.6550; C 0.0278; C -0.3582; N -0.0131; N -0.5509; O -0.0340

=====

10.
Computed, not measured: 2 unconnected molecules or ions with the total composition C3H3N2OS at a distorted geometry, with ωB97M-V/def2-TZVPD.

The total charge is +1. The value obtained for the HOMO energy (spin up / spin down) is -0.54093 / -0.54097 Eh. The value obtained for the HOMO-LUMO gap (spin up / spin down) is 0.2902 / 0.2902 Eh. The energy above the lowest of the compared OMol25 structures with the same formula, charge and spin is 144.6 kcal per mole. The LUMO energy (spin up / spin down) comes out at -6.8 / -6.8 eV. The multiplicity is 1.

Atoms and positions in Å:
C (-1.75, -1.95, 1.20)
C (1.94, 0.29, -0.52)
C (-0.35, 0.97, -0.91)
N (-1.19, -1.15, 0.58)
N (0.76, 0.97, -0.25)
O (1.11, 1.41, 0.82)
S (3.44, 0.01, -0.50)
H (-2.30, -2.54, 1.91)
H (-0.51, 0.43, -1.80)
H (-1.16, 1.56, -0.55)

Löwdin population analysis, charges in e, atoms 1 to 6: C 0.0043; C -0.3941; C 0.1778; N 0.0773; N -0.3717; O 0.0609

=====

11.
Computed, not measured: a single C3H3N2P molecule at a distorted geometry, with ωB97M-V/def2-TZVPD.

The value obtained for the HOMO energy (spin up / spin down) is -0.19039 / -0.40094 Eh. The value obtained for the HOMO-LUMO gap (spin up / spin down) is 0.1956 / 0.1929 Eh. The energy above the lowest of the compared OMol25 structures with the same formula, charge and spin is 71.3 kcal per mole. The LUMO energy (spin up / spin down) comes out at 0.1 / -5.7 eV. The multiplicity is 3.

Atoms and positions in Å:
C (-0.13, 1.35, -0.09)
C (-1.44, -0.74, -0.02)
C (-0.18, -0.30, -0.49)
N (-0.20, 2.42, 0.28)
N (-2.49, -1.22, 0.16)
P (1.35, -0.96, 0.29)
H (-0.23, -0.38, -1.63)
H (1.31, -0.27, 1.52)
H (2.00, 0.10, -0.04)

Löwdin population analysis, charges in e, atoms 1 to 6: C -0.2960; C -0.3224; C -0.5926; N 0.1055; N 0.1685; P 0.9880

=====

12.
Computed, not measured: a molecular structure, C3H3N2S2 at a distorted geometry, with ωB97M-V/def2-TZVPD.

The total charge is -1. The value obtained for the HOMO energy (spin up / spin down) is -0.11168 / -0.11170 Eh. The value obtained for the HOMO-LUMO gap (spin up / spin down) is 0.2455 / 0.2455 Eh. The energy above the lowest of the compared OMol25 structures with the same formula, charge and spin is 67.3 kcal per mole. The LUMO energy (spin up / spin down) comes out at 3.6 / 3.6 eV. The multiplicity is 1.

Atoms and positions in Å:
C (-0.59, -1.01, 0.00)
C (0.07, -0.47, -1.10)
C (0.07, 0.99, 0.82)
N (-0.43, -0.19, 1.09)
N (0.74, 0.65, -0.91)
S (-1.12, -0.60, 2.51)
S (1.78, 1.55, -1.85)
H (-0.89, -1.98, 0.13)
H (0.22, -0.78, -2.08)
H (0.17, 1.84, 1.40)

Löwdin population analysis, charges in e, atoms 1 to 6: C -0.1998; C -0.2377; C -0.0020; N -0.7452; N -0.6085; S 0.3823

=====

> Among the records above, which one has the highest multiplicity?

C3H3MnO4